[1]
DFT (ωB97M-V with the def2-TZVPD basis set) results for a molecular structure, C2H15Cd2O7 at a distorted geometry.

Energy above the lowest of the compared OMol25 structures with the same formula, charge and spin: 13.110 eV
HOMO-LUMO gap: 2.1 eV
HOMO: -10.68 eV
Energy: -25758.171 eV
Charge: +1

```
26
Properties=species:S:1:pos:R:3:forces:R:3:mulliken_charge:R:1
Cd 5.09269 27.05446 -1.86420 -0.82 0.62 0.56 0.80
Cd 1.51482 29.26525 0.38230 1.02 -0.79 -0.52 0.99
O 3.48893 30.10597 -2.28973 -0.58 -0.63 0.92 -0.74
O 3.08083 26.48398 0.83429 -0.56 1.37 -0.47 -0.77
O 2.80889 27.23600 5.27498 0.12 -0.02 0.10 -0.62
O -1.49681 28.57390 3.52231 -1.66 -0.19 0.18 -0.33
O 3.88887 31.38633 2.13989 -0.32 -0.35 -0.20 -0.61
O -0.23001 32.57486 -0.19031 0.24 -0.38 0.19 -0.63
O -0.60705 27.99273 -2.12757 0.18 0.29 0.47 -0.64
C -2.59119 29.41511 5.47948 -0.73 0.55 1.21 -0.90
C -2.69493 28.73727 4.15425 2.46 0.54 -0.32 -0.11
H 1.99703 27.64531 5.57426 -0.20 0.07 0.16 0.32
H -2.41147 28.83250 6.38302 0.76 -0.49 -0.39 0.30
H 2.76360 27.28321 4.32003 0.09 -0.07 -0.30 0.30
H -1.17483 32.67757 -0.07633 -0.28 0.02 0.07 0.32
H -3.08238 27.74300 4.37651 -0.18 -1.29 -0.11 0.26
H 2.47597 25.81942 1.21774 0.32 0.19 -0.40 0.26
H -3.50766 29.14688 3.55441 -0.09 0.07 -0.76 0.32
H 3.65643 31.66916 3.02430 -0.05 0.05 0.29 0.32
H -0.02071 33.11173 -0.95464 0.13 0.16 -0.22 0.32
H 3.62171 31.06868 -2.39004 0.27 -0.55 0.03 0.25
H -3.60579 29.72865 5.72518 -0.09 0.75 -0.21 0.34
H 4.51324 32.04417 1.83388 0.18 0.15 -0.18 0.31
H -0.76101 27.06989 -2.32981 -0.10 -0.31 0.02 0.33
H -0.08334 28.31502 -2.86113 0.13 0.17 -0.31 0.34
H -1.88116 30.23917 5.40975 -0.25 0.07 0.19 0.28
```
Forces are in eV/Å.

---

[2]
DFT (ωB97M-V with the def2-TZVPD basis set) results for 4 unconnected molecules or ions with the total composition C2H15N2O3 at a distorted geometry.

Energy above the lowest of the compared OMol25 structures with the same formula, charge and spin: 0.799 eV
Spin multiplicity: 2
HOMO-LUMO gap (alpha / beta): 10.6 / 4.6 eV
HOMO (alpha / beta): -17.84 / -17.84 eV
Energy: -11420.507 eV
Charge: +2

```
22
Properties=species:S:1:pos:R:3:forces:R:3:mulliken_charge:R:1
O 1.30210 3.18642 -1.22186 0.42 -0.44 0.01 -0.63
O -1.08877 2.14682 -0.62684 -0.69 -0.45 2.32 -0.68
O -0.79173 1.22224 1.84199 0.13 -0.90 0.26 -0.67
N -0.90508 -2.11388 -1.48294 1.49 -2.82 0.53 -0.08
N 0.82580 -0.71435 1.52668 -0.95 -1.02 0.72 -0.29
C 0.73950 -1.10522 0.09112 -0.35 0.08 0.32 -0.48
C -0.49322 -2.01203 -0.11505 -0.59 1.54 0.11 -0.53
H 2.21486 3.19547 -0.90946 -0.03 0.40 0.15 0.32
H 0.10022 0.13866 1.82955 0.70 1.02 -0.94 0.25
H -1.73867 -2.68041 -1.69940 -0.42 0.76 0.01 0.36
H 0.66050 -0.17070 -0.45215 -0.05 0.04 -0.36 0.25
H 1.37012 2.67276 -2.03429 -0.11 0.24 -0.21 0.31
H -0.13019 -2.41691 -2.09264 -0.21 0.85 -0.60 0.35
H -1.24567 1.59363 -1.38329 0.43 0.91 -0.87 0.26
H -0.77280 1.67789 0.96341 -0.32 0.02 -0.27 0.44
H 0.36048 -1.39955 2.13023 0.66 -0.54 0.00 0.40
H 1.79268 -0.65068 1.83772 0.00 0.37 0.16 0.35
H -1.37647 -1.67572 0.42707 -0.02 0.04 0.35 0.43
H -0.24092 -3.01009 0.29676 -0.25 -0.34 -0.47 0.39
H 1.62667 -1.65385 -0.20845 0.23 0.13 0.03 0.46
H -1.66979 0.82029 1.89143 -0.26 0.53 0.25 0.38
H -0.53962 2.94923 -0.60957 0.19 -0.42 -1.51 0.39
```
Forces are in eV/Å.

---

[3]
DFT (ωB97M-V with the def2-TZVPD basis set) results for 5 unconnected molecules or ions with the total composition C2H15NO4 at a distorted geometry.

Energy above the lowest of the compared OMol25 structures with the same formula, charge and spin: 1.339 eV
Spin multiplicity: 2
HOMO-LUMO gap (alpha / beta): 10.5 / 5.0 eV
HOMO (alpha / beta): -14.28 / -14.25 eV
Energy: -11987.838 eV
Charge: +1

```
22
Properties=species:S:1:pos:R:3:forces:R:3:mulliken_charge:R:1
O -3.73970 0.18424 -1.82683 0.62 -0.01 -0.30 -0.61
O -0.42053 1.18497 -2.05389 0.62 -0.43 0.16 -0.66
O -1.89296 0.78165 0.32165 -0.55 0.11 -0.04 -0.55
O 3.56710 -1.57854 -1.89231 -0.29 0.07 0.25 -0.59
N 0.38867 -0.45204 0.30159 3.00 -0.41 -0.56 -0.39
C 0.98101 0.67397 2.46715 -0.26 -0.72 0.26 -0.98
C 1.11249 -0.55894 1.55189 -1.05 0.08 0.18 -0.21
H -0.90204 0.54527 -2.58514 -0.12 -0.01 -0.33 0.33
H 0.27930 1.37697 2.05595 -0.20 0.39 -0.19 0.26
H -1.12118 1.64790 -1.59559 -0.39 0.24 0.15 0.33
H 1.90452 1.16927 2.66738 0.69 0.30 -0.17 0.35
H 0.75390 -1.46614 2.02902 0.33 -0.12 0.14 0.38
H 0.25996 -1.34247 -0.19534 -0.68 0.27 0.16 0.33
H -3.42619 -0.20609 -1.00268 -0.55 0.23 -0.01 0.30
H -4.68655 0.33255 -1.78531 -0.05 -0.16 0.26 0.31
H -1.06582 0.29748 0.46549 -0.25 0.12 0.21 0.45
H 0.60380 0.35005 3.43733 -0.09 -0.06 -0.11 0.30
H 0.77405 0.26085 -0.34711 -0.97 0.21 -0.11 0.38
H 2.69131 -1.79384 -1.56225 -0.01 -0.06 -0.03 0.25
H 2.15975 -0.69405 1.19492 -0.03 -0.03 0.12 0.35
H 3.69454 -2.23883 -2.57738 0.28 -0.07 -0.24 0.34
H -1.91545 1.52577 0.93146 -0.04 0.05 0.21 0.31
```
Forces are in eV/Å.

---

[4]
DFT (ωB97M-V with the def2-TZVPD basis set) results for 5 unconnected molecules or ions with the total composition C2H16N2O4 at a distorted geometry.

Energy above the lowest of the compared OMol25 structures with the same formula, charge and spin: 1.773 eV
HOMO-LUMO gap: 9.0 eV
Structure (SMILES): CNCN.O.O.O.O
HOMO: -8.75 eV
Energy: -13503.158 eV
Charge: 0

```
24
Properties=species:S:1:pos:R:3:forces:R:3:mulliken_charge:R:1
O -0.40999 -1.26652 -3.11425 -0.06 -0.15 -0.07 -0.66
O -3.95177 -0.21002 -0.51369 0.12 -0.17 0.17 -0.64
O -0.42391 -1.50013 1.93195 -0.37 -0.12 0.76 -0.59
O 1.84418 -0.36549 3.72764 -0.14 0.13 -0.28 -0.65
N -0.04105 0.87782 -0.77777 -0.59 0.40 -0.95 -0.06
N 1.47325 -0.95688 -0.46689 0.51 -0.42 -0.54 -0.56
C 1.32980 0.40038 -0.95341 -0.02 -0.65 2.25 -0.66
C -0.24642 2.25163 -0.32716 0.68 -0.54 -0.11 -1.09
H -1.28016 -1.91893 2.08861 -0.02 0.03 -0.40 0.28
H 1.77788 0.40866 -1.94960 -0.56 0.38 -0.23 0.34
H -0.08409 -1.46700 2.83979 0.42 0.06 -0.24 0.30
H 0.99778 -1.60861 -1.07669 -0.07 -0.02 0.13 0.28
H -1.07120 2.69130 -0.84957 -0.63 0.37 -0.11 0.31
H -0.39060 -0.32618 -2.89361 0.07 -0.02 0.19 0.34
H -3.25562 0.39944 -0.77781 0.02 -0.02 -0.07 0.33
H 2.68361 -0.33726 3.25440 0.03 -0.15 0.10 0.32
H 1.28443 0.22429 3.20770 0.02 0.07 0.12 0.31
H 1.95062 1.01843 -0.29552 0.35 0.15 -0.28 0.43
H 1.14889 -1.13178 0.47606 -0.13 0.33 -0.11 0.21
H -3.49214 -1.03587 -0.31269 -0.10 0.18 -0.14 0.31
H 0.62720 2.82567 -0.59584 0.31 0.29 -0.15 0.42
H 0.50452 -1.56745 -3.11359 -0.06 0.16 -0.15 0.30
H -0.36565 2.37127 0.75233 -0.15 -0.15 0.10 0.28
H -0.60958 0.22323 -0.26037 0.36 -0.14 0.03 0.14
```
Forces are in eV/Å.

---

[5]
DFT (ωB97M-V with the def2-TZVPD basis set) results for 5 unconnected molecules or ions with the total composition C2H16NO4 at a distorted geometry.

Energy above the lowest of the compared OMol25 structures with the same formula, charge and spin: 2.113 eV
HOMO-LUMO gap: 11.5 eV
HOMO: -14.34 eV
Energy: -12006.473 eV
Charge: +1

```
23
Properties=species:S:1:pos:R:3:forces:R:3:mulliken_charge:R:1
O 3.37389 -0.58425 0.01782 0.76 0.30 3.82 -0.59
O 1.54203 1.02082 0.28083 -0.86 -0.06 0.56 -0.67
O 0.18088 1.32063 -1.97440 0.67 0.19 1.40 -0.65
O -2.21692 1.49950 -0.26637 -0.17 0.50 -0.77 -0.62
N -1.15571 -0.77247 0.37764 2.64 -1.95 0.19 0.00
C -2.21510 -0.99483 1.34257 -4.25 0.13 -2.13 -1.00
C -0.10743 -1.91123 0.40448 1.14 -1.95 0.46 -0.54
H 3.38152 -0.85607 -0.84760 0.43 -1.14 -3.23 0.27
H 0.91807 0.98640 -1.40282 -0.34 -0.25 -0.95 0.39
H 4.11910 -0.95646 0.52024 -0.32 0.05 -0.62 0.30
H -3.11052 -0.32120 1.08262 1.78 -0.34 0.77 0.27
H 2.18481 0.33239 0.48770 0.06 -1.00 -0.31 0.34
H -0.13989 -2.67113 -0.41251 -0.90 0.98 0.27 0.34
H -2.74136 -1.96766 1.17356 1.21 0.33 0.01 0.42
H -2.25001 1.63444 -1.21882 0.01 -1.00 -0.73 0.32
H 0.97466 -1.61534 0.35818 -1.33 0.71 0.15 0.11
H -1.59580 -0.60112 -0.49080 -0.43 -0.59 -1.69 0.35
H -2.20218 2.43562 -0.10359 -0.09 0.88 1.39 0.30
H 0.04434 2.06804 -1.36132 -0.52 0.07 -0.81 0.31
H -1.91252 -0.93053 2.32117 0.81 0.37 2.15 0.46
H -0.17383 -2.56137 1.35076 -0.40 1.47 -1.20 0.31
H -0.61331 0.08807 0.39137 -0.03 0.67 1.12 0.33
H 2.10317 1.72601 0.56305 0.11 1.63 0.16 0.26
```
Forces are in eV/Å.

---

[6]
DFT (ωB97M-V with the def2-TZVPD basis set) results for 5 unconnected molecules or ions with the total composition C2H17N2O4 at a distorted geometry.

Energy above the lowest of the compared OMol25 structures with the same formula, charge and spin: 3.903 eV
Spin multiplicity: 2
HOMO-LUMO gap (alpha / beta): 11.4 / 6.0 eV
HOMO (alpha / beta): -18.51 / -18.51 eV
Energy: -13499.345 eV
Charge: +2

```
25
Properties=species:S:1:pos:R:3:forces:R:3:mulliken_charge:R:1
O -1.63847 -1.56514 1.90990 1.24 -0.18 -0.78 -0.65
O -2.26962 0.79256 -3.07954 3.23 -0.39 -5.34 -0.47
O 0.95832 -3.01630 -0.69001 0.40 -1.27 -3.16 -0.69
O 0.97089 0.44041 3.12426 -2.30 -1.01 3.70 -0.65
N 1.05086 -0.54411 0.79778 1.19 1.25 -0.60 -0.13
N -0.40915 2.10109 -1.51319 -0.04 1.32 -0.67 -0.27
C 0.28366 0.84313 -1.24996 1.03 0.27 -1.69 -0.29
C 0.72710 0.76934 0.20400 -0.44 4.64 3.92 -0.80
H 1.08752 0.84036 -2.07514 -0.70 -0.32 1.70 0.36
H -0.06295 2.87876 -2.17509 -0.19 -1.79 0.87 0.35
H -2.29751 0.98516 -2.21778 -0.98 0.84 5.41 0.30
H 0.28270 -3.17124 -1.45694 1.76 0.21 2.09 0.35
H 0.18881 -1.04549 1.08128 0.23 -0.12 0.78 0.22
H -1.20398 2.48282 -0.98503 0.15 -0.54 0.33 0.31
H 1.27500 1.28868 3.49395 -0.05 -0.36 0.03 0.33
H -2.03965 -0.84134 2.35907 -0.56 0.87 0.85 0.32
H -0.30175 -0.06883 -1.40899 -0.82 0.29 -0.48 0.48
H 1.77952 -3.53777 -1.03735 -2.12 1.23 1.01 0.36
H 1.51570 1.61689 0.33002 -0.54 -2.21 -0.01 0.35
H 0.40785 0.01800 3.96991 2.36 1.60 -3.30 0.35
H -0.03733 1.21427 1.03854 1.10 -0.98 -2.49 0.42
H 1.86520 -0.48574 1.46118 -1.71 0.15 0.38 0.40
H -2.32824 -1.88017 1.33125 -0.41 -0.52 -0.27 0.32
H -1.27842 0.92069 -3.28616 -2.45 -0.62 -0.30 0.33
H 1.47394 -1.03606 0.07405 0.62 -2.34 -2.00 0.38
```
Forces are in eV/Å.

---

[7]
DFT (ωB97M-V with the def2-TZVPD basis set) results for 6 unconnected molecules or ions with the total composition C2H17N2O5 at a distorted geometry.

Energy above the lowest of the compared OMol25 structures with the same formula, charge and spin: 0.000 eV
HOMO-LUMO gap: 11.8 eV
HOMO: -14.22 eV
Energy: -15563.170 eV
Charge: +1

```
26
Properties=species:S:1:pos:R:3:forces:R:3:mulliken_charge:R:1
O -2.43358 -0.10829 -1.58044 0.16 -0.12 -0.11 -0.72
O -2.36902 0.51949 0.99666 0.20 -0.15 0.04 -0.70
O 1.44637 -0.59158 -1.22082 -0.40 -0.51 -0.28 -0.57
O -0.76663 -2.23657 -1.08062 0.03 0.34 -0.04 -0.78
O -1.29750 -1.93369 1.50802 0.08 0.52 -0.10 -0.77
N 1.27795 -0.03494 1.81971 -0.33 -0.03 -0.24 -0.25
N 2.10033 1.67996 0.52341 -0.73 -0.17 -0.77 -0.13
C 1.94649 2.53661 -0.64526 -0.07 0.66 -0.52 -0.89
C 1.15722 0.82121 0.83310 0.64 0.20 0.86 0.13
H -1.85739 -1.11498 1.40858 0.05 -0.39 0.29 0.41
H 0.19266 0.87695 0.35024 0.04 0.13 -0.17 0.46
H 1.64604 1.99781 -1.54467 0.03 -0.34 0.29 0.33
H 2.89158 3.02157 -0.87740 0.01 -0.01 0.21 0.34
H -1.76412 -2.58343 2.04389 -0.09 0.16 0.02 0.30
H 0.65796 -1.18531 -1.24533 0.41 0.23 0.02 0.40
H -2.42042 0.28374 -2.46412 0.07 -0.25 0.29 0.32
H 2.07194 -1.04094 -1.79965 0.11 0.14 0.03 0.28
H -2.49319 0.43719 0.02587 -0.08 0.08 -0.10 0.40
H 0.51299 -0.66933 2.00928 0.02 -0.13 0.06 0.24
H 3.01696 1.62126 0.92765 0.10 -0.15 0.25 0.26
H -0.84342 -3.10512 -1.47490 -0.05 -0.28 -0.01 0.30
H -0.95786 -2.29611 -0.11589 -0.03 -0.25 0.00 0.40
H -1.88400 -0.92493 -1.56858 -0.25 0.36 -0.34 0.40
H -3.19153 0.88067 1.33842 -0.03 0.03 0.09 0.30
H 1.20337 3.31129 -0.45630 0.08 0.02 0.09 0.32
H 2.15677 -0.16250 2.28914 0.05 -0.11 0.16 0.21
```
Forces are in eV/Å.

---

[8]
DFT (ωB97M-V with the def2-TZVPD basis set) results for 8 unconnected molecules or ions with the total composition C2H18ClO7 at a distorted geometry.

Energy above the lowest of the compared OMol25 structures with the same formula, charge and spin: 1.761 eV
HOMO-LUMO gap: 7.3 eV
HOMO: -4.70 eV
Energy: -29223.011 eV
Charge: -1

```
28
Properties=species:S:1:pos:R:3:forces:R:3:mulliken_charge:R:1
Cl 1.02218 -0.28293 1.58688 -0.14 0.17 0.06 -0.97
O -3.52386 -1.41331 1.60838 -0.38 -0.18 -0.09 -0.65
O 3.88946 -2.74072 -2.17913 0.30 -0.10 -0.14 -0.66
O 3.78801 2.77285 4.47511 0.33 0.18 0.14 -0.66
O -0.50547 3.44031 4.19619 -0.13 0.22 0.34 -0.66
O -2.40228 -2.53788 -4.81015 -0.77 0.27 -0.15 -0.52
O -0.86341 -0.98180 5.88822 -0.09 -0.12 0.38 -0.64
O 2.70107 3.12719 -1.51868 -0.02 0.34 -0.23 -0.66
C -2.36492 -1.25276 -4.16380 -0.29 -0.73 0.00 -0.15
C -0.90649 -1.09166 -3.90285 0.92 0.65 0.35 -1.00
H -0.65056 -1.67434 -3.01794 0.15 0.28 0.10 0.27
H 3.62012 2.85981 -1.52737 0.19 -0.09 0.06 0.31
H -3.80617 -0.81383 2.29916 -0.01 0.11 0.16 0.30
H -1.63201 -0.46290 5.65113 -0.13 0.10 -0.08 0.30
H -0.25514 -0.85633 5.15987 0.27 0.00 -0.39 0.34
H -2.95304 -1.26566 -3.24616 0.21 -0.31 0.40 0.24
H 3.40099 2.08219 3.93711 -0.18 -0.31 -0.25 0.35
H -0.28352 -1.48671 -4.70533 -0.37 -0.12 -0.28 0.28
H -2.86681 -0.45137 -4.70599 0.40 0.01 -0.82 0.27
H -3.31361 -2.83629 -4.85534 -0.10 -0.08 -0.02 0.28
H 3.04904 3.33106 4.71708 -0.22 0.06 0.06 0.31
H -0.00344 4.00618 3.60970 0.12 0.07 -0.19 0.31
H 3.31044 -2.58768 -1.43245 -0.18 0.14 0.34 0.34
H -0.66002 2.64429 3.68756 0.10 -0.37 -0.22 0.34
H 3.30095 -2.79479 -2.93210 -0.14 0.01 -0.15 0.31
H -0.58690 -0.05404 -3.80642 -0.13 0.03 0.44 0.33
H -2.72802 -1.01527 1.25563 0.49 0.06 -0.06 0.34
H 2.22342 2.33637 -1.26832 -0.20 -0.30 0.26 0.34
```
Forces are in eV/Å.